{
  "formula": "C36H38N8O5S4Ti",
  "method": "ωB97M-V with the def2-TZVPD basis set",
  "total_energy_ev": -126563.8346,
  "relative_energy_kj_mol": 42.7,
  "spin_multiplicity": 1,
  "lumo_energy_ev": 0.00,
  "e_homo_ha": -0.2700,
  "homo_lumo_gap_ha": 0.2698,
  "symbols": ["Ti", "C", "O", "C", "C", "C", "C", "C", "C", "N", "C", "N", "C", "C", "C", "C", "C", "C", "O", "C", "N", "C", "C", "C", "C", "C", "C", "O", "C", "H", "H", "H", "H", "H", "H", "H", "H", "H", "H", "H", "H", "H", "H", "H", "H", "H", "H", "H", "H", "H", "H", "C", "C", "O", "N", "C", "C", "C", "C", "C", "C", "N", "H", "H", "H", "H", "H", "H", "H", "H", "H", "H", "S", "C", "S", "C", "C", "N", "C", "N", "C", "S", "C", "H", "H", "H", "H", "H", "H", "O", "S", "N"],
  "positions_angstrom": [[0.397220, -0.888795, -0.884409], [-2.954827, 5.111263, 3.041570], [-1.946520, 4.172919, 2.702307], [-1.457836, 3.381064, 3.699362], [-1.721427, 3.551871, 5.044822], [-1.184529, 2.663084, 5.974677], [-0.414062, 1.601518, 5.548598], [-0.145526, 1.425107, 4.192832], [-0.640102, 2.325242, 3.259446], [-0.458293, 2.260069, 1.865297], [0.248228, 1.358586, 1.119778], [1.411669, 0.972245, 1.647742], [2.426127, 0.126319, 1.144549], [2.310358, -0.627425, -0.012179], [3.445635, -1.381205, -0.362148], [4.601124, -1.377945, 0.393107], [4.682362, -0.623523, 1.562357], [3.587425, 0.123552, 1.938024], [3.523603, 0.900581, 3.066554], [4.636867, 0.876362, 3.942339], [-0.159202, 1.020396, -0.100081], [-1.510157, 1.442537, -0.378326], [-1.750924, 2.456179, -1.288331], [-3.044367, 2.864515, -1.589171], [-4.109079, 2.257608, -0.945410], [-3.886691, 1.287172, 0.025927], [-2.588427, 0.892656, 0.337976], [-2.260973, 0.048904, 1.333056], [-3.272179, -0.418277, 2.213744], [-3.292274, 5.544371, 2.104827], [-2.559089, 5.900213, 3.684157], [-3.792868, 4.619492, 3.539822], [-2.338882, 4.372192, 5.380590], [-1.390071, 2.804845, 7.027204], [-0.019878, 0.891485, 6.263064], [0.404743, 0.551940, 3.874346], [-1.153854, 2.784444, 1.353187], [1.661521, 1.415161, 2.518448], [3.411195, -2.012397, -1.237686], [5.450630, -1.978645, 0.090833], [5.583999, -0.633849, 2.157176], [4.377961, 1.515039, 4.781971], [5.531254, 1.267123, 3.452338], [4.830496, -0.136944, 4.300360], [-0.903128, 2.920462, -1.777097], [-3.210874, 3.643813, -2.321010], [-5.125338, 2.548585, -1.178916], [-4.723499, 0.844805, 0.544851], [-2.781211, -1.140938, 2.858919], [-4.076821, -0.917787, 1.671943], [-3.673140, 0.410030, 2.804622], [2.740965, -2.215052, -4.497740], [2.218371, -1.144927, -3.593274], [1.649052, -1.443381, -2.544303], [2.392451, 0.137772, -3.950395], [1.700484, 1.206485, -3.221963], [0.228509, 1.166476, -3.549331], [-0.292227, 1.944693, -4.569599], [-1.616197, 1.767826, -4.945672], [-2.369727, 0.815518, -4.289027], [-1.779453, 0.095076, -3.265738], [-0.507762, 0.258999, -2.893044], [3.279754, -2.947146, -3.898122], [3.384826, -1.827140, -5.284599], [1.881835, -2.723531, -4.939678], [2.699371, 0.326480, -4.890608], [2.144077, 2.156122, -3.510449], [1.868159, 1.053054, -2.156619], [0.336233, 2.674103, -5.065174], [-2.043766, 2.364251, -5.741591], [-3.399061, 0.621402, -4.554551], [-2.347276, -0.644469, -2.720997], [-0.747281, -2.748901, -2.227992], [-2.393907, -2.949667, -1.721699], [-2.851141, -2.939166, -0.048150], [-3.384328, -3.093916, -2.673321], [-4.746071, -3.349150, -2.310951], [-5.845949, -3.548352, -2.033509], [-3.102041, -2.912322, -4.067212], [-2.893477, -2.712565, -5.182922], [3.204174, -5.362176, -1.164312], [1.813061, -4.484764, -0.422832], [2.460810, -4.393629, 1.264075], [4.119650, -4.767719, -1.111031], [2.947627, -5.542460, -2.208133], [3.360822, -6.320234, -0.668740], [2.438591, -5.375596, 1.735760], [1.831363, -3.712253, 1.835000], [3.478889, -4.002883, 1.246796], [-0.934309, -3.481939, 2.176907], [-0.741669, -3.215213, 0.745789], [-0.159758, -1.745740, 0.530953]],
  "atomic_forces_ev_per_a": [[-0.257, -0.066, -0.380], [0.042, -0.030, 0.001], [-0.074, 0.054, -0.021], [0.059, 0.053, 0.045], [0.015, -0.024, 0.033], [-0.041, 0.036, -0.021], [0.032, 0.007, -0.034], [-0.097, -0.005, -0.052], [0.086, -0.099, -0.037], [-0.095, 0.060, 0.076], [0.184, 0.137, -0.299], [-0.068, -0.264, 0.066], [-0.088, 0.163, -0.011], [0.323, -0.019, 0.095], [0.056, 0.112, -0.057], [-0.012, 0.013, 0.022], [0.001, -0.046, -0.019], [0.041, 0.044, 0.024], [0.049, 0.004, 0.027], [-0.030, 0.002, -0.028], [-0.163, 0.092, 0.548], [0.237, 0.157, 0.024], [-0.051, 0.086, -0.083], [0.048, 0.010, 0.034], [0.014, -0.048, 0.057], [0.006, 0.010, -0.041], [-0.127, -0.103, 0.109], [0.000, 0.053, -0.065], [-0.054, 0.005, -0.076], [0.005, 0.002, -0.014], [0.009, 0.007, 0.011], [-0.008, -0.007, 0.005], [-0.012, 0.000, -0.005], [-0.003, -0.002, -0.009], [-0.005, -0.011, -0.023], [0.029, -0.018, -0.009], [-0.023, -0.062, 0.003], [0.035, 0.096, -0.009], [-0.019, -0.041, 0.011], [-0.002, 0.004, -0.003], [-0.006, 0.002, 0.006], [-0.013, 0.002, 0.000], [0.009, 0.000, -0.010], [0.001, -0.010, 0.002], [-0.002, -0.025, -0.002], [-0.001, -0.007, 0.003], [0.006, -0.012, 0.007], [-0.025, -0.008, 0.021], [0.021, -0.011, 0.034], [0.016, 0.003, -0.001], [-0.021, 0.008, 0.007], [-0.004, -0.031, -0.024], [0.041, 0.000, 0.108], [0.088, -0.139, -0.062], [-0.145, 0.142, -0.035], [-0.040, -0.164, -0.055], [0.034, -0.116, -0.043], [-0.018, 0.028, -0.006], [0.025, 0.043, -0.010], [-0.022, 0.007, -0.056], [0.095, -0.001, 0.025], [-0.105, 0.193, 0.128], [0.010, 0.016, 0.003], [0.000, -0.016, -0.003], [0.005, 0.012, 0.001], [0.054, -0.010, 0.029], [0.018, 0.018, 0.003], [0.059, 0.073, 0.041], [0.005, -0.016, -0.006], [0.000, -0.022, 0.001], [0.009, -0.013, 0.015], [-0.024, 0.020, 0.033], [-0.136, -0.129, -0.142], [0.039, 0.108, 0.032], [0.146, -0.084, -0.068], [-0.131, 0.007, -0.151], [0.184, 0.027, -0.104], [-0.015, 0.026, 0.026], [-0.036, -0.041, 0.246], [-0.019, -0.007, -0.015], [-0.049, 0.080, -0.002], [0.318, -0.227, 0.024], [-0.051, 0.005, -0.119], [-0.007, -0.032, -0.010], [0.050, -0.024, 0.011], [0.032, -0.004, -0.036], [0.033, 0.010, 0.011], [0.000, -0.008, -0.003], [-0.020, 0.027, 0.030], [-0.150, 0.191, -0.141], [-0.135, -0.019, 0.536], [-0.168, -0.236, -0.173]]
}

{
  "formula": "C6H15NO",
  "method": "ωB97M-V with the def2-TZVPD basis set",
  "total_energy_ev": -9994.0995,
  "relative_energy_kj_mol": 110.0,
  "charge": 1,
  "spin_multiplicity": 2,
  "lumo_energy_ev": [-3.60, -7.03],
  "e_homo_ha": [-0.5479, -0.5502],
  "homo_lumo_gap_ha": [0.4156, 0.2917],
  "symbols": ["C", "C", "C", "C", "C", "C", "N", "H", "H", "H", "H", "H", "H", "H", "H", "H", "H", "H", "H", "H", "H", "H", "O"],
  "positions_angstrom": [[1.841749, -1.766607, 0.014797], [0.447855, -1.412890, 0.664241], [-0.650018, -1.149233, -0.361349], [-1.186570, 0.244599, -0.486753], [-2.512884, 0.531784, -0.167526], [0.930693, 1.346737, -1.291816], [-0.457385, 1.292412, -0.822041], [2.215421, -1.016590, -0.649432], [2.524492, -1.878996, 0.865828], [1.713828, -2.769766, -0.383789], [0.407690, -2.283539, 1.312509], [0.606733, -0.643583, 1.416150], [-1.502239, -1.784978, -0.187722], [-0.285139, -1.461665, -1.327031], [-3.021611, 1.460567, -0.460390], [-3.200954, -0.238700, 0.145444], [1.519412, 0.765420, -0.582783], [1.274054, 2.342425, -1.057237], [0.986620, 0.993922, -2.306751], [-1.018602, 2.086157, -1.126333], [-0.294895, 1.625013, 1.499670], [-0.483824, 1.766934, 3.012219], [0.145564, 1.950568, 2.280086]],
  "atomic_forces_ev_per_a": [[-1.116, -0.174, 1.704], [2.555, -0.126, 0.298], [-0.207, -0.182, 0.428], [0.486, -0.146, 0.693], [-1.507, 0.083, -0.769], [-0.112, -0.336, 2.045], [-0.292, 0.209, -1.390], [0.321, -0.027, -0.660], [0.129, 0.133, -0.346], [0.347, 0.180, -0.689], [-1.490, -0.288, -0.180], [-0.285, 0.648, -0.273], [-0.376, -0.199, 0.187], [0.238, 0.059, -0.589], [0.599, -0.130, 0.357], [0.214, -0.181, 0.231], [-0.025, -0.384, -0.451], [0.048, 0.501, -0.810], [0.301, 0.137, -0.398], [0.174, 0.182, 0.504], [-0.234, -0.071, -0.185], [0.664, 0.246, -0.603], [-0.434, -0.136, 0.893]]
}